Record 1
ORCA calculation (ωB97M-V/def2-TZVPD) on a structure of composition C10H27FN4O11Si2.

Properties
- Net charge: 0
- Energy relative to the best compared isomer or geometry (same formula, charge and spin): 0.000 eV
- LUMO: -0.0096 hartree
- Orbital gap: 9.59 eV

Structure (XYZ):
```
55
Properties=species:S:1:pos:R:3:forces:R:3
C 1.351 -3.157 0.829 -0.2 -0.1 0.2
H -2.198 2.377 -2.609 -0.1 0.0 -0.1
N -0.065 4.069 -1.138 0.2 0.1 0.1
H -6.186 -1.437 0.414 -0.1 0.1 0.1
O 0.309 3.945 -2.283 0.0 0.0 0.0
H -4.339 0.352 0.321 0.1 0.0 0.1
O -5.378 2.245 -2.579 -0.1 0.0 0.0
O 5.886 -5.499 -2.031 0.0 0.0 0.0
C -5.672 -1.105 -0.486 0.1 -0.2 -0.1
H 1.494 -3.252 1.900 0.3 0.1 0.1
H -1.483 -2.648 1.799 0.0 0.0 0.0
H 4.711 -3.238 -2.446 0.0 0.0 0.0
H 3.225 1.557 0.105 0.0 0.0 0.0
H 3.720 1.846 3.153 0.0 0.1 -0.1
H 1.329 1.332 -1.410 -0.1 -0.1 -0.1
C -1.442 -1.560 1.709 -0.2 0.1 -0.1
C 0.865 4.704 -0.162 0.1 0.0 0.0
H -3.281 3.511 -1.747 -0.1 -0.1 0.0
H 0.374 5.583 0.242 -0.1 0.0 0.0
O 1.421 3.155 4.585 0.0 0.0 0.1
O -3.590 -1.547 0.670 -0.1 -0.1 0.2
C 2.641 1.738 3.209 0.0 -0.1 0.1
O 1.693 -0.366 0.487 0.2 -0.1 -0.4
Si 2.350 0.626 -0.626 0.3 0.5 0.2
H -0.897 -1.153 2.566 0.1 0.0 0.0
C 5.241 -3.347 -1.505 0.0 0.0 0.1
N 2.073 3.065 3.572 0.0 0.0 0.0
N -4.252 2.170 -3.027 0.0 -0.1 0.1
H 4.711 -2.868 -0.691 0.0 0.0 0.0
C -3.141 2.492 -2.090 0.0 0.0 -0.2
O 4.825 -5.205 -0.180 0.0 0.0 0.1
H 1.051 3.987 0.631 -0.1 0.0 0.0
H 2.352 1.020 3.966 0.0 0.0 0.0
H -5.645 -1.934 -1.191 0.0 -0.1 0.1
O 2.300 3.978 2.801 0.0 0.0 -0.1
O -3.971 1.849 -4.160 0.0 0.0 -0.1
C -2.830 -0.977 1.707 0.1 0.1 -0.1
H 0.701 -1.758 -1.401 0.1 0.1 0.0
H 1.520 -4.116 -1.019 0.2 0.0 -0.2
H 2.344 -4.982 0.392 -0.2 -0.2 0.1
H -6.227 -0.297 -0.962 -0.1 0.0 0.0
O -0.822 -1.187 0.481 0.0 -0.2 0.3
H 6.257 -2.980 -1.601 0.0 0.0 0.0
H 1.779 4.963 -0.682 0.0 0.0 0.0
C -4.271 -0.629 -0.159 -0.3 0.1 -0.4
F 3.286 -0.171 -1.649 0.0 -0.2 0.0
H -3.317 -1.137 2.674 0.0 -0.1 0.1
H 2.237 1.480 2.238 0.0 -0.1 0.0
Si 0.690 -1.628 0.068 -0.4 0.0 -0.1
H -3.221 1.801 -1.257 0.0 0.0 0.1
H -2.724 0.100 1.551 0.0 0.1 0.1
H -3.715 -0.516 -1.096 0.1 0.1 0.0
N 5.325 -4.807 -1.212 0.0 0.1 0.0
O -1.145 3.708 -0.714 0.2 0.1 0.2
C 1.750 -4.151 0.040 0.0 0.2 -0.1
```
Forces are in eV/Å.

Record 2
ORCA calculation (ωB97M-V/def2-TZVPD) on a structure of composition C2H4N4O in a non-equilibrium geometry.

Properties
- Net charge: 0
- Energy relative to the best compared isomer or geometry (same formula, charge and spin): 7.265 eV
- LUMO (alpha / beta): 0.0001 / 0.0001 hartree
- Orbital gap (alpha / beta): 8.07 / 8.07 eV

Structure (XYZ):
```
11
Properties=species:S:1:pos:R:3:forces:R:3
N -2.485 -0.799 -1.035 -1.8 -0.5 -1.2
H 0.921 1.576 -0.485 -0.1 0.9 -0.1
O -2.692 -0.251 0.715 2.0 1.6 1.1
N -1.407 -0.371 -1.315 0.6 -0.4 1.1
C 1.660 -0.166 0.365 -1.6 -1.0 2.0
H 1.518 0.159 1.466 0.7 -0.6 -1.5
N 0.728 0.607 -0.417 -0.3 -1.0 -1.3
H 1.351 -1.264 0.305 0.7 1.5 0.0
H 2.627 0.026 -0.033 1.0 -0.2 0.2
C -0.455 0.117 -0.696 -0.2 1.6 2.3
N -1.766 0.365 1.130 -1.2 -2.0 -2.6
```
Forces are in eV/Å.

Record 3
ORCA calculation (ωB97M-V/def2-TZVPD) on a cluster of 2 separate species, CH3IN2O2 in total in a non-equilibrium geometry.

Properties
- Spin multiplicity: 3
- Net charge: 0
- Energy relative to the best compared isomer or geometry (same formula, charge and spin): 0.288 eV
- LUMO (alpha / beta): -0.0219 / -0.0902 hartree
- Orbital gap (alpha / beta): 5.28 / 7.05 eV

Structure (XYZ):
```
9
Properties=species:S:1:pos:R:3:forces:R:3
N 0.157 -0.161 0.277 1.2 -0.4 0.5
C -0.835 -0.477 -0.459 -1.5 3.0 1.3
H 0.141 0.769 0.704 0.2 -0.8 -0.3
O -1.621 1.741 0.095 -0.1 0.8 0.0
H 1.471 -1.530 -0.402 -0.1 0.2 0.2
N 1.357 -0.912 0.397 1.1 -0.2 0.4
O -1.448 -1.125 -1.200 -0.3 -2.6 -1.8
H 1.359 -1.440 1.269 -0.2 -0.1 -0.4
I -0.579 3.135 -0.682 -0.2 0.1 0.0
```
Forces are in eV/Å.